1.
Below is a structure of composition C22H26LaN2O2P in a non-equilibrium geometry, with properties calculated with ωB97M-V with the def2-TZVPD basis set.

```
54
Properties=species:S:1:pos:R:3
C -0.452 4.499 -1.202
C 1.545 -3.927 1.801
C -4.664 2.006 1.063
H -6.800 2.235 1.225
H 0.616 -3.426 2.081
N -2.764 -0.869 -0.374
H -0.604 5.525 -0.886
C -5.981 1.604 0.904
C 0.558 0.374 2.581
C -0.179 3.514 -0.222
H 0.662 -3.424 -2.501
C 0.204 2.823 2.051
H -2.595 1.564 0.753
C 1.490 -4.023 -2.115
C -0.525 4.157 -2.520
H 1.089 -4.680 -1.340
N 0.223 1.183 0.298
H 2.996 -2.491 -2.376
La -0.778 -1.083 0.213
H 3.032 0.026 0.545
H -0.386 2.555 -3.968
H 5.019 -1.733 -1.027
H 3.456 -3.747 -1.242
O 1.305 0.604 3.504
H 1.325 -4.684 1.046
H -4.446 2.968 1.518
H -7.235 0.029 0.158
C -6.214 0.365 0.304
H -0.742 4.910 -3.265
C 0.008 2.180 -0.623
H 5.392 -0.165 -0.317
H 2.751 -2.156 2.078
H 3.540 -3.409 1.120
C 3.280 -0.646 -0.281
O -0.073 -0.733 2.312
C 0.318 1.501 1.578
H 1.899 -4.448 2.690
C -0.070 3.811 1.158
C -3.615 1.198 0.640
C 2.585 -2.916 1.311
C -0.322 2.816 -2.920
H 3.063 -0.089 -1.196
H 4.999 -1.524 0.727
H -0.206 4.835 1.489
C -0.056 1.849 -1.994
H -5.363 -1.403 -0.577
C -5.169 -0.442 -0.113
C 4.754 -1.045 -0.222
H 1.840 -4.657 -2.930
H 0.100 0.820 -2.300
C -3.813 -0.070 0.046
P 2.066 -2.024 -0.211
C 2.617 -3.135 -1.579
H 0.322 3.003 3.110
```

Computed properties:
F_max = 0.047 Eh/bohr
HOMO-LUMO gap = 0.1898 hartree
energy relative to the best compared isomer or geometry (same formula, charge and spin) = 6.5 kcal per mole

2.
Below is the molecule C22H26N4O3 in a non-equilibrium geometry, with properties calculated with ωB97M-V with the def2-TZVPD basis set.

```
55
Properties=species:S:1:pos:R:3
H 6.297 1.136 -2.855
O 3.151 1.739 1.675
H 1.083 1.303 2.145
N 2.539 0.009 0.322
C -4.103 -2.786 -0.105
C -0.828 -1.380 0.173
N -4.753 -0.740 -1.331
C 6.921 -0.376 -1.446
H -3.873 -3.835 -0.287
C 0.525 0.556 1.607
C -0.806 0.346 1.898
H 2.894 -0.621 -0.384
H 7.487 0.132 0.566
H 5.445 -0.732 1.661
C 5.456 -0.576 0.580
C 6.889 -0.629 0.058
C -3.782 -0.614 2.111
N -2.777 -1.081 1.197
H 4.412 2.004 -1.479
C 4.851 1.028 -1.260
C 6.287 0.972 -1.775
C -5.686 -0.088 -0.597
H -5.727 -2.547 -1.516
C 3.421 0.908 0.835
H 6.869 1.770 -1.310
O -4.316 1.912 -0.984
H -3.712 0.471 2.198
C -6.203 2.327 0.134
H 7.952 -0.398 -1.804
C -5.448 1.360 -0.479
H 1.009 -1.742 -0.874
C -5.489 3.536 -0.012
H 4.258 0.272 -1.782
H -3.526 3.817 -1.024
C 4.826 0.781 0.252
H -4.099 -2.466 -2.251
H 4.880 -1.385 0.121
O -6.637 -0.639 -0.071
H -7.144 2.173 0.619
H 5.419 1.563 0.738
C -4.354 3.220 -0.697
H -3.934 -0.231 -1.626
H 7.327 -1.603 0.282
C 0.513 -1.163 -0.111
C 1.183 -0.189 0.616
N -1.721 -2.259 -0.379
H -3.634 -1.053 3.102
H -4.778 -0.867 1.757
H -4.830 -2.717 0.703
C -2.849 -2.067 0.248
C -1.478 -0.626 1.176
C -4.706 -2.182 -1.391
H 6.374 -1.170 -1.960
H -5.778 4.503 0.344
H -1.296 0.923 2.667
```

Computed properties:
F_max = 0.025 Eh/bohr
HOMO-LUMO gap = 0.3167 hartree
SMILES string = Cn1c(CCNC(=O)c2ccco2)nc2cc(NC(=O)C3CCCCC3)ccc21
energy relative to the best compared isomer or geometry (same formula, charge and spin) = 24.8 kcal per mole

3.
Below is the molecule C22H26N6O in a non-equilibrium geometry, with properties calculated with ωB97M-V with the def2-TZVPD basis set.

```
55
Properties=species:S:1:pos:R:3
C 0.689 0.109 -1.388
H 7.367 -0.129 -0.182
H 1.240 2.557 1.196
C 2.829 1.151 0.434
H 6.395 0.688 2.608
C -1.836 -2.863 -0.438
N -0.850 1.866 -0.311
C 0.668 -1.249 1.996
C -0.495 -1.430 1.224
H -4.965 3.094 -1.317
C -1.872 -4.071 -1.220
H 6.357 -1.405 -0.703
N 3.706 1.541 1.220
C -5.286 1.151 -0.833
H 1.601 -1.447 1.559
N -1.551 -0.473 0.992
C 0.474 1.491 -0.455
C -2.627 -0.891 0.308
N -2.843 -2.104 -0.470
H 5.447 2.215 2.596
H 6.882 -1.297 1.131
H -1.004 2.567 0.583
H -6.048 0.940 -1.851
C -3.366 1.282 0.764
C -1.855 1.658 -0.852
C 6.513 -0.786 -0.039
C -4.400 2.405 -1.237
C 6.088 1.425 2.016
H 0.596 -0.342 2.452
H -0.076 0.013 -2.255
C 1.990 -0.212 -1.511
C -4.623 -0.283 -0.702
N -3.624 0.129 0.206
N 4.185 -0.518 -0.733
H -1.194 -4.133 -2.166
O -1.891 1.000 -2.355
C 1.463 1.535 0.372
H -2.481 1.140 1.711
H 6.956 1.717 1.357
H -3.951 2.157 -2.213
H -5.314 -1.038 -0.517
C 5.206 -0.061 -0.054
C -3.135 2.193 -0.204
H -1.849 -4.914 -0.608
H 2.124 -1.065 -1.985
H 0.613 -1.935 2.853
H 0.300 -3.378 0.262
H -2.961 3.150 -0.050
H -5.812 1.303 -0.020
C -0.493 -2.530 0.551
H -4.061 -0.483 -1.782
C 4.917 0.818 0.992
C 3.027 0.233 -0.678
H -2.857 -3.973 -1.706
H -4.314 1.478 1.454
```

Computed properties:
F_max = 0.353 Eh/bohr
HOMO-LUMO gap = 0.2753 hartree
SMILES string = Cc1cc(C)nc(N2CCC[C@H](C(=O)Nc3ccc4nc(C)c(C)nc4c3)C2)n1
energy relative to the best compared isomer or geometry (same formula, charge and spin) = 434.3 kcal per mole

4.
Below is the molecule C22H26N6O2 in a non-equilibrium geometry, with properties calculated with ωB97M-V with the def2-TZVPD basis set.

```
56
Properties=species:S:1:pos:R:3
C -1.786 0.885 0.813
C 1.289 -3.498 2.056
H -1.441 -0.397 -0.868
C -1.121 2.368 -1.018
N 3.374 0.813 -1.956
H -0.299 -0.415 -2.713
H 1.191 -1.266 -0.823
H 1.176 -1.251 -4.501
N 3.281 0.300 0.133
H -6.582 4.729 0.544
H -0.718 -0.984 0.642
H -2.708 0.369 1.095
C -5.216 3.337 1.436
H 0.807 -1.486 2.597
C 2.890 -0.163 1.433
H 0.667 -6.151 3.219
H 3.715 0.087 2.107
H 1.020 2.259 -1.247
C 2.172 -4.360 1.400
O 0.267 -4.225 2.602
C 3.504 -2.510 0.793
H -3.200 3.658 -1.816
C -5.665 4.173 0.428
H -5.783 3.243 2.351
H -1.268 1.197 1.733
C 0.265 1.958 -0.519
H 1.378 -2.248 -3.058
O 1.724 -5.646 1.523
C 1.527 -1.252 -3.472
H 3.972 -4.551 0.258
H 2.590 -1.027 -3.472
C -4.917 4.283 -0.732
H 4.379 -2.109 0.304
C 2.599 0.281 -1.039
C 2.628 -1.649 1.436
H -3.706 2.006 2.112
H -1.328 1.884 -1.984
C 0.772 -0.210 -2.658
H 0.961 0.778 -3.080
N 0.380 0.530 -0.250
C -3.746 3.569 -0.889
H -1.130 3.451 -1.170
C -4.040 2.627 1.296
C -0.902 -0.087 0.041
C 1.493 -2.142 2.086
N -2.111 2.014 -0.026
C 0.541 -5.575 2.289
H 1.989 0.375 1.739
C -3.277 2.725 0.125
N 4.508 1.139 -1.350
C 1.206 -0.227 -1.183
N 4.473 0.844 -0.120
H 0.468 2.499 0.415
C 3.291 -3.886 0.760
H -0.298 -5.996 1.713
H -5.254 4.926 -1.533
```

Computed properties:
F_max = 0.027 Eh/bohr
HOMO-LUMO gap = 0.2994 hartree
SMILES string = CC[C@@H](c1nnnn1Cc1ccc2c(c1)OCO2)N1CCN(c2ccccc2)CC1
energy relative to the best compared isomer or geometry (same formula, charge and spin) = 76.4 kcal per mole

Number 1: HOMO -5.9 eV. Number 2: HOMO -7.9 eV. Number 3: HOMO -7.9 eV. Number 4: HOMO -7.7 eV.